1.
C21H45CeN2OP3S as an isolated structure in a non-equilibrium geometry, computed with the ωB97M-V functional and the def2-TZVPD basis.

## Properties
**LUMO energy (spin up / spin down)**: -10.2 / -11.3 eV
**Orbital gap (spin up / spin down)**: 5.96 / 4.76 eV
**2S+1**: 2
**E**: -79138.667 eV
**Charge**: +3

Each line ends with the Löwdin spin population.
Cartesian coordinates (Å):
Ce1 0.278 -0.572 0.524  0.02
P1 0.515 2.264 -0.302  0.00
P2 -1.761 0.982 2.138  0.00
P3 1.333 -0.417 -2.312  0.00
H1 -5.604 -6.267 -0.085  0.00
C1 -4.720 -6.829 -0.424  0.01
C2 -3.676 -7.098 0.369  0.03
H2 -3.723 -6.934 1.452  0.00
C3 -0.833 2.767 -1.434  0.00
C4 0.332 3.476 1.059  0.00
C5 2.002 2.929 -1.135  0.00
C6 -2.651 -0.495 2.772  0.00
C7 -1.750 2.008 3.662  0.00
C8 -3.140 1.779 1.196  0.00
C9 1.197 -2.213 -2.686  0.00
C10 2.964 -0.069 -3.094  0.00
C11 0.205 0.265 -3.604  0.00
H3 -4.729 -7.195 -1.463  0.00
H4 -2.770 -7.554 -0.049  0.00
H5 -0.733 3.834 -1.662  0.00
H6 -1.808 2.571 -0.980  0.00
H7 -0.792 2.194 -2.363  0.00
H8 0.384 4.494 0.647  0.00
H9 1.136 3.341 1.798  0.00
H10 -0.630 3.351 1.575  0.00
H11 1.702 3.631 -1.927  0.00
H12 2.588 2.116 -1.586  0.00
H13 2.649 3.460 -0.421  0.00
H14 -3.362 -0.184 3.554  0.00
H15 -1.926 -1.199 3.211  0.00
H16 -3.187 -1.012 1.961  0.00
H17 -2.756 2.385 3.901  0.00
H18 -1.070 2.863 3.564  0.00
H19 -1.395 1.393 4.500  0.00
H20 -3.981 2.005 1.867  0.00
H21 -3.474 1.087 0.411  0.00
H22 -2.818 2.712 0.720  0.00
H23 1.726 -2.427 -3.627  0.00
H24 0.145 -2.527 -2.761  0.00
H25 1.673 -2.788 -1.876  0.00
H26 3.204 -0.847 -3.833  0.00
H27 3.739 -0.085 -2.315  0.00
H28 2.983 0.911 -3.591  0.00
H29 0.261 -0.331 -4.524  0.00
H30 0.473 1.302 -3.838  0.00
H31 -0.823 0.239 -3.223  0.00
C12 -1.962 -3.018 -0.342  0.19
C13 -3.091 -2.455 -0.987  0.14
C14 -3.711 -3.186 -1.987  0.04
C15 -3.243 -4.466 -2.301  0.29
C16 -2.295 -5.089 -1.477  0.06
C17 -1.753 -4.422 -0.398  0.06
O1 -1.052 -2.236 0.205  0.14
H32 -1.227 -0.086 -0.622  0.00
H33 -3.344 -1.416 -0.756  0.00
H34 -4.571 -2.776 -2.523  0.00
H35 -3.693 -5.029 -3.118  0.01
H36 -2.045 -6.137 -1.629  0.00
H37 -1.121 -4.895 0.353  0.00
S1 2.562 0.038 1.964  0.00
C18 3.539 1.467 2.008  0.00
N1 4.722 1.525 1.358  0.00
C19 5.334 2.816 1.011  0.00
C20 5.297 3.716 2.240  0.00
C21 3.893 3.856 2.763  0.00
N2 3.151 2.578 2.666  0.00
H38 4.915 0.734 0.751  0.00
H39 4.790 3.277 0.166  0.00
H40 6.363 2.619 0.692  0.00
H41 5.699 4.701 1.981  0.00
H42 5.945 3.296 3.018  0.00
H43 3.338 4.619 2.205  0.00
H44 3.903 4.162 3.811  0.00
H45 2.279 2.489 3.184  0.00

2.
One molecule with the formula C4H5N3 in a non-equilibrium geometry, computed with the ωB97M-V functional and the def2-TZVPD basis.

## Properties
**SMILES**: N#C[C@H]1CN=CN1
**LUMO energy**: 0.8 eV
**Orbital gap**: 10.56 eV
**E**: -8697.934 eV

Each line ends with the Löwdin charge.
Cartesian coordinates (Å):
N1 -1.109 2.271 1.031  0.14
C1 -0.948 1.187 0.642  -0.16
C2 -0.753 -0.288 0.203  -0.31
C3 -0.214 -0.220 -1.224  -0.19
N2 1.207 0.028 -1.029  0.05
C4 1.466 -0.173 0.202  -0.19
N3 0.388 -0.766 0.950  0.03
H1 -1.621 -0.966 0.270  0.15
H2 -0.421 -1.099 -1.852  0.12
H3 -0.655 0.662 -1.676  0.11
H4 2.474 0.092 0.532  0.13
H5 0.187 -0.728 1.950  0.13

3.
A 6-piece molecular cluster, C2H14O7 overall in a non-equilibrium geometry, computed with the ωB97M-V functional and the def2-TZVPD basis.

## Properties
**LUMO energy**: -0.4 eV
**Orbital gap**: 7.80 eV
**E**: -16633.301 eV

Each line ends with the Löwdin charge.
Cartesian coordinates (Å):
O1 -0.294 0.500 -0.117  0.16
H1 0.059 0.041 -0.983  0.09
H2 -1.288 0.536 -0.197  0.08
H3 -0.038 -0.079 0.630  0.08
C1 1.699 -1.325 -3.795  -0.03
C2 1.077 -0.806 -2.520  -0.73
O2 -0.100 -0.345 -2.522  -0.06
O3 1.783 -0.831 -1.485  -0.05
H4 2.060 -2.330 -3.554  0.07
H5 2.549 -0.757 -4.163  0.07
H6 0.987 -1.454 -4.612  0.07
O4 -1.305 0.474 2.938  -0.04
H7 -0.696 -0.196 3.267  0.04
H8 -1.971 0.566 3.627  0.07
O5 0.098 2.959 2.613  -0.07
H9 0.957 2.820 3.020  0.03
H10 -0.312 2.082 2.554  -0.02
O6 -2.894 0.184 -0.427  -0.01
H11 -3.623 0.789 -0.266  0.08
H12 -3.288 -0.693 -0.476  0.08
O7 1.349 -0.651 1.806  -0.02
H13 1.629 -1.492 2.184  0.07
H14 1.561 0.007 2.477  0.05

Computed energy above the lowest of the compared OMol25 structures with the same formula, charge and spin (kcal per mole) in order:
10.1; 43.3; 18.4